The following is a quantum chemistry calculation of 9 unconnected molecules or ions with the total composition C32H88N6O10 in a non-equilibrium geometry, from the Open Molecules 2025 dataset.

**Energy above the lowest of the compared OMol25 structures with the same formula, charge and spin**: 266.3 kJ/mol
**HOMO**: -8.8 eV
**Orbital gap**: 0.3418 hartree
**Total charge**: 0

Last column: Löwdin charge in e.
Cartesian coordinates (Å):
1 C -9.4383 8.2409 17.0441  -0.124
2 O -8.7472 7.1650 16.4728  -0.183
3 C -9.5066 6.0115 16.2016  -0.196
4 C -9.9945 6.0219 14.7381  -0.383
5 C -11.0352 7.0308 14.3478  -0.079
6 N -10.6928 4.7000 14.4516  0.020
7 H -10.3804 8.4683 16.5424  0.071
8 H -8.7639 9.0947 16.9674  0.094
9 H -9.6691 8.1722 18.1121  0.077
10 H -8.8571 5.1506 16.3773  0.102
11 H -10.2993 5.8625 16.9407  0.132
12 H -9.1426 6.0641 14.0571  0.134
13 H -10.5256 7.9439 14.0190  0.084
14 H -11.6295 7.4480 15.1606  0.073
15 H -11.6339 6.7244 13.4930  0.073
16 H -11.1885 4.8081 13.5822  0.043
17 H -10.0758 3.9017 14.4956  0.055
18 C -1.7448 7.6065 19.1805  -0.128
19 O -1.4009 6.4913 19.9446  -0.176
20 C -2.0955 5.2988 19.5860  -0.190
21 C -1.9814 4.2132 20.7169  -0.424
22 C -0.5079 4.0745 21.0971  -0.068
23 N -2.4425 2.9220 20.1463  0.032
24 H -1.0890 7.8255 18.3298  0.083
25 H -1.4766 8.4593 19.8110  0.087
26 H -2.7839 7.6729 18.8563  0.075
27 H -3.1846 5.3918 19.5392  0.102
28 H -1.6910 4.8629 18.6713  0.128
29 H -2.5935 4.5049 21.5728  0.130
30 H -0.4139 3.1867 21.7267  0.070
31 H -0.2837 4.9304 21.7325  0.076
32 H 0.0923 3.9585 20.1978  0.085
33 H -2.3934 2.2069 20.8593  0.066
34 H -3.4026 3.0184 19.8387  0.053
35 C -13.2406 1.2156 13.4591  -0.103
36 O -13.6909 -0.1075 13.7325  -0.210
37 C -12.8873 -0.7465 14.7056  -0.200
38 C -13.5315 -2.1496 14.7774  -0.445
39 C -12.8329 -3.0470 15.7999  -0.075
40 N -13.3926 -2.8758 13.5148  0.041
41 H -13.2378 1.8533 14.3434  0.086
42 H -14.0149 1.5737 12.7756  0.087
43 H -12.3408 1.2772 12.8430  0.087
44 H -11.9149 -0.8757 14.2157  0.133
45 H -12.8078 -0.1618 15.6237  0.097
46 H -14.5918 -1.9681 14.9794  0.131
47 H -13.4807 -3.9170 15.9154  0.081
48 H -12.5956 -2.6375 16.7844  0.056
49 H -11.8436 -3.3143 15.4277  0.075
50 H -13.9801 -3.6954 13.6393  0.074
51 H -13.9782 -2.2957 12.9148  0.071
52 C -6.8005 3.5107 18.2408  -0.111
53 O -7.2581 2.1862 17.9861  -0.183
54 C -8.6976 2.1593 17.8881  -0.177
55 C -9.1073 0.7070 17.8017  -0.441
56 C -10.5764 0.5049 17.5155  -0.057
57 N -8.7365 0.0582 19.0249  0.077
58 H -7.4794 4.0808 18.8855  0.074
59 H -6.6628 4.1006 17.3328  0.087
60 H -5.9223 3.6221 18.8807  0.071
61 H -9.1537 2.7204 18.7059  0.134
62 H -9.0006 2.6160 16.9385  0.116
63 H -8.5532 0.2102 16.9977  0.123
64 H -10.8871 0.7284 16.4916  0.066
65 H -11.1980 0.9829 18.2688  0.064
66 H -10.7453 -0.5753 17.4627  0.072
67 H -8.2379 0.6843 19.6415  0.048
68 H -9.5389 -0.1954 19.5878  0.029
69 C -7.5957 0.3728 22.0428  -0.118
70 O -8.9925 0.6358 21.9665  -0.208
71 C -9.8960 -0.4476 22.2125  -0.175
72 C -11.3647 -0.0254 21.8800  -0.397
73 C -12.3602 -0.7689 22.7729  -0.068
74 N -11.5718 -0.3572 20.4952  0.044
75 H -7.3439 -0.6786 21.8791  0.089
76 H -7.1225 0.5059 23.0241  0.079
77 H -6.9964 1.0398 21.4240  0.082
78 H -9.6002 -1.3326 21.6428  0.119
79 H -9.7187 -0.6613 23.2714  0.123
80 H -11.5083 1.0302 22.1130  0.141
81 H -12.1980 -0.5391 23.8284  0.076
82 H -12.1816 -1.8509 22.7787  0.079
83 H -13.4077 -0.7276 22.4742  0.071
84 H -11.6848 -1.3613 20.3560  0.097
85 H -12.5673 -0.2173 20.2969  0.040
86 C -19.1543 1.2219 22.7493  -0.108
87 O -17.9964 0.7250 22.0896  -0.192
88 C -18.1904 -0.3786 21.2335  -0.233
89 C -16.8962 -0.4555 20.4606  -0.179
90 N -17.0556 -1.4723 19.3335  -0.048
91 C -16.1920 -1.1556 18.1916  -0.207
92 C -14.7077 -1.1672 18.5070  -0.212
93 O -14.1680 -0.1353 19.3024  -0.256
94 C -14.1430 1.1861 18.7801  -0.077
95 H -19.8591 1.6291 22.0182  0.082
96 H -18.9408 2.0570 23.4151  0.083
97 H -19.7162 0.5006 23.3478  0.083
98 H -18.9403 -0.1902 20.4566  0.123
99 H -18.3883 -1.2523 21.8566  0.134
100 H -16.1189 -0.8641 21.1061  0.114
101 H -16.6106 0.5422 20.1284  0.109
102 H -18.0517 -1.4502 19.1616  0.084
103 H -16.4224 -0.1871 17.7323  0.116
104 H -16.4071 -1.9443 17.4687  0.117
105 H -14.0879 -1.2870 17.6133  0.093
106 H -14.4606 -2.0791 19.0575  0.134
107 H -13.7890 1.1237 17.7479  0.085
108 H -13.3542 1.6395 19.3817  0.086
109 H -15.0732 1.7440 18.8871  0.083
110 C -5.8527 7.1433 19.5123  -0.086
111 C -7.2448 7.3058 20.1143  -0.298
112 O -7.4046 6.1736 20.9637  -0.086
113 H -5.6005 6.1295 19.2085  0.055
114 H -5.1182 7.6810 20.1112  0.071
115 H -5.8434 7.6762 18.5551  0.074
116 H -7.9625 7.1748 19.3014  0.084
117 H -7.3236 8.2671 20.6211  0.117
118 H -7.8556 6.4873 21.7530  0.079
119 C -9.6686 -4.7970 17.1659  -0.077
120 C -8.9108 -3.5152 17.5645  -0.363
121 O -8.9708 -3.2881 18.9336  -0.075
122 H -9.3065 -5.4991 17.9197  0.074
123 H -9.3090 -5.1360 16.1967  0.075
124 H -10.7385 -4.6390 17.2909  0.056
125 H -9.2077 -2.6552 16.9565  0.100
126 H -7.8781 -3.7443 17.2711  0.102
127 H -8.7839 -2.3474 19.0328  0.042
128 C -5.4708 0.6470 15.7059  -0.096
129 C -5.5528 -0.5600 16.5964  -0.357
130 O -4.2736 -0.8764 17.1001  -0.055
131 H -6.4294 0.9322 15.2702  0.071
132 H -4.8371 0.4967 14.8319  0.076
133 H -5.1235 1.4517 16.3570  0.070
134 H -5.9501 -1.3184 15.9059  0.105
135 H -6.3585 -0.5007 17.3325  0.092
136 H -4.3882 -1.7045 17.5760  0.083